(1)
C25H13F10N5PbS2 | wB97M-V/def2-TZVPD

Structure (XYZ):
```
56
Properties=species:S:1:pos:R:3:forces:R:3
C -1.1923 -3.2352 -0.4153 -0.1 -0.4 0.1
C 1.1254 6.6081 -3.4104 0.0 0.4 0.0
C -1.7869 1.4082 2.9396 0.1 -0.1 0.1
F -3.7827 2.3539 3.7495 -0.1 0.0 0.0
C -0.1587 4.7647 -2.4945 0.2 0.0 -0.1
C -2.9975 -5.2595 0.6315 0.1 0.0 0.0
C 2.3874 4.7451 -5.2031 0.3 0.1 -0.3
F -1.8382 2.2963 1.9318 0.0 0.0 -0.1
F -1.6119 -1.0060 6.2180 0.0 -0.1 0.1
H 1.2369 -1.3149 2.2815 0.1 0.0 0.0
F -3.7596 0.6645 5.9096 0.0 0.0 0.0
F 0.4959 -4.9673 -0.2212 0.0 0.0 0.1
C -0.4593 3.4028 -2.3490 -0.1 0.1 0.0
C 1.0981 2.9524 -4.1533 0.1 0.2 -0.1
F -1.1915 -6.7629 0.6745 0.0 -0.1 0.0
N -0.4818 -2.2405 -0.9170 0.5 0.3 -0.3
C 1.9275 -1.9303 -0.3601 -0.2 -0.1 -0.1
C -2.7863 1.4625 3.8787 0.1 -0.1 0.1
H 3.9585 -0.2644 -0.9954 0.0 0.0 0.0
H 2.6732 -0.2827 -2.2292 -0.1 -0.1 -0.2
H 3.3813 -0.4725 1.3338 0.1 0.0 0.0
H 1.9403 0.0696 3.1103 0.1 -0.1 0.0
H 1.0015 -1.8762 -2.3133 0.1 0.0 0.0
C -1.6635 -5.5307 0.4036 -0.2 0.0 0.0
C -0.6748 -0.2596 4.1924 0.0 0.1 -0.1
C -2.5825 -3.0252 -0.1458 0.1 -0.1 0.0
H 1.1202 -3.4784 -1.5912 0.1 0.1 -0.1
C 1.4246 4.3031 -4.2567 -0.3 0.0 0.4
C -3.4402 -3.9758 0.3462 0.1 -0.1 0.0
C -0.6704 0.5181 2.9933 -0.1 -0.1 0.2
S -1.5922 2.9440 -1.1235 0.1 0.4 -0.1
F -3.1075 -1.8138 -0.4260 0.0 0.1 0.0
H 2.9271 -2.3106 -0.6279 0.0 0.0 0.0
H -0.6745 5.4663 -1.8537 0.1 0.0 0.0
F 0.3477 -1.1081 4.4876 0.0 -0.1 0.0
C 0.8875 -2.4334 -1.3772 -0.1 0.0 0.2
C 2.9307 0.0574 -1.2329 -0.2 0.1 -0.1
H 2.8961 1.1471 -1.2354 0.0 0.0 0.0
N 3.1646 5.1032 -5.9756 0.0 0.0 0.0
H 1.5747 2.2450 -4.8192 0.0 0.0 0.0
C -0.8017 -4.5715 -0.0873 0.0 0.2 0.0
F -4.7353 -3.6760 0.5368 -0.1 0.0 0.0
C 0.1964 2.4748 -3.2048 0.0 -0.1 0.0
N 1.9860 -0.4669 -0.2506 -0.1 0.1 -0.1
S -0.0792 0.7504 -3.1163 0.2 0.0 -0.2
Pb -0.7905 0.3533 -0.5393 -0.3 -0.5 0.6
C 2.4205 0.0002 1.0648 -0.3 0.0 0.2
N 1.3791 7.7312 -3.3772 0.0 -0.1 -0.1
C 0.7902 5.2244 -3.3991 -0.2 -0.5 0.0
C 1.4309 -0.2384 2.1864 -0.2 -0.1 0.1
N 0.2078 0.5140 1.9960 0.4 0.1 -0.2
H 1.6591 -2.3571 0.6058 0.0 0.0 0.0
F -3.8360 -6.2022 1.1210 0.0 0.0 0.0
C -2.7665 0.6319 4.9903 0.1 0.0 0.0
C -1.6846 -0.2112 5.1332 -0.1 0.1 0.0
H 2.5767 1.0785 0.9851 0.1 0.0 0.0
```
Forces are in eV/Å.

Spin multiplicity = 1
Calculated total energy = -87680.0364 eV
E_HOMO = -2.0 eV
Charge = -2

---

(2)
C25H14AuBrCl5NO3 | wB97M-V/def2-TZVPD

Structure (XYZ):
```
50
Properties=species:S:1:pos:R:3:forces:R:3
H 2.3812 -2.3122 -3.8633 0.0 0.0 0.0
C -2.0381 -0.2645 0.0499 0.0 -0.1 0.0
Cl -0.7703 -0.8156 4.5443 0.0 0.1 0.0
H 1.8429 -0.1384 -4.9277 0.0 0.0 0.0
C -0.1224 -2.4013 2.4812 -0.1 0.1 -0.1
C 1.1071 3.3293 1.0909 0.0 0.0 0.0
O -2.3471 2.7875 1.8871 0.0 -0.1 0.0
H 1.5903 1.8770 -3.5493 0.0 0.0 0.0
C 2.2952 -0.3432 -1.1265 0.0 0.0 0.0
C 2.4391 -1.4870 -1.8898 0.0 0.0 0.0
Cl -2.9382 -2.9317 5.2899 0.0 0.0 0.0
C -3.0402 -0.1017 -2.1394 0.0 0.0 0.0
C -0.2407 -3.6112 1.7765 0.0 0.0 -0.1
C -1.9156 -3.1904 3.9321 0.0 0.0 0.0
Cl -3.2165 -5.5437 3.6066 0.0 0.0 0.0
C 2.2836 -1.4171 -3.2648 0.0 0.0 0.0
C 2.1189 4.5372 -0.7215 0.0 0.0 0.0
C -1.7651 1.8069 1.4889 0.0 0.2 -0.2
C -2.2064 1.1030 0.2327 0.0 0.0 0.0
C -2.4547 -0.8504 -1.1333 0.0 0.0 0.0
H 1.3709 5.4523 1.0721 0.0 0.0 0.0
N 2.4065 -0.4401 0.3215 0.0 0.0 0.0
Br -2.2194 -2.7164 -1.3650 0.0 0.0 0.0
C 1.8612 2.1319 -0.8824 0.0 0.0 0.0
H -2.9693 2.9166 -0.5833 0.0 0.0 0.0
H 3.2653 -0.0085 0.6569 0.0 0.0 0.0
C 1.9856 -0.2008 -3.8573 0.0 0.0 0.0
H 2.3619 -1.4108 0.6493 0.0 0.0 0.0
O -0.7166 1.3245 2.1333 0.0 -0.2 0.4
C 1.8525 0.9384 -3.0799 0.0 0.0 0.0
C -2.0364 -4.3627 3.1895 0.0 0.0 0.0
H -3.6939 1.8531 -2.7149 0.0 0.0 0.0
C 2.2863 3.3513 -1.4156 0.0 0.0 0.0
H -3.3561 -0.5780 -3.0571 0.0 0.0 0.0
C -1.1820 -4.5736 2.1110 0.0 0.0 0.0
O 0.7721 -1.5187 2.1120 0.2 0.0 0.1
H 0.6249 3.3163 2.0587 0.0 0.0 0.0
C -3.2261 1.2605 -1.9397 0.0 0.0 0.0
Cl -1.3052 -6.0171 1.1828 0.0 0.0 0.0
H -1.6313 -0.8919 0.8330 0.0 0.0 0.0
C 1.5196 4.5292 0.5279 0.0 0.0 0.0
Cl 0.8320 -3.8683 0.4463 0.1 0.0 0.0
C -0.9693 -2.2306 3.5898 0.0 0.0 0.0
H 2.7714 3.3619 -2.3832 0.0 0.0 0.0
H 2.4595 5.4667 -1.1580 0.0 0.0 0.0
C 1.2840 2.1456 0.3907 0.0 0.0 -0.1
C -2.8218 1.8599 -0.7585 0.1 0.0 0.0
C 2.0099 0.8971 -1.6960 0.0 0.0 0.0
Au 0.8001 0.4089 1.2604 0.0 0.0 -0.1
H 2.6607 -2.4296 -1.4090 0.0 0.0 0.0
```
Forces are in eV/Å.

Spin multiplicity = 1
Calculated total energy = -170132.0012 eV
E_HOMO = -8.3 eV
Energy relative to the best compared isomer or geometry (same formula, charge and spin) = 0.0 kJ/mol

---

(3)
C25H14ClF6IN3NiO7S2 | wB97M-V/def2-TZVPD

Structure (XYZ):
```
60
Properties=species:S:1:pos:R:3:forces:R:3
C 4.1111 -0.3766 0.4728 0.0 0.0 0.0
C 3.6316 -1.3729 1.2732 0.0 0.0 0.0
H 0.5771 2.1574 -2.4632 0.0 0.0 0.0
H -5.8574 -2.3826 2.1898 0.0 0.0 0.0
C -3.5781 2.2661 1.4616 0.1 0.0 0.0
I 4.0069 -3.5049 -3.1232 0.0 0.0 0.0
F -3.7217 1.2725 2.3344 0.0 0.0 0.0
O -1.3063 1.3198 0.6221 -0.2 0.1 0.0
O -1.7582 3.7075 0.2430 0.0 0.0 0.1
H 4.6702 1.6830 -1.2413 0.0 0.0 0.0
C 0.1440 -0.6082 -3.7213 -0.1 -0.2 -0.2
C -2.5801 -2.1304 2.9300 0.0 0.0 0.0
H 2.9684 2.8866 -2.6023 0.0 0.0 0.0
F 1.2674 4.4872 2.5062 0.0 0.0 0.0
C -0.9907 0.4120 -3.7726 0.6 0.3 0.3
H 1.3664 0.5102 -5.0559 0.0 0.0 0.0
C -2.9601 -1.5471 0.5648 0.0 0.0 0.0
O -1.6002 0.5592 -2.6572 -0.4 0.2 -0.2
H 1.9055 -2.4807 1.9512 0.0 0.0 0.0
F -4.1689 1.9244 0.3194 0.0 0.0 0.0
C 1.3589 -0.9667 0.5609 0.0 0.0 0.0
Cl -4.5332 -2.8485 4.6654 0.0 0.0 0.0
H 5.1677 -0.1412 0.4459 0.0 0.0 0.0
H 3.3566 -0.9621 -4.7598 0.0 0.0 0.0
H -1.8943 -2.2418 3.7614 0.0 0.0 0.0
C 2.4292 -1.1802 -4.2470 0.0 0.0 0.0
O -1.1384 1.0769 -4.7891 -0.1 -0.1 -0.1
H 4.3128 -1.9457 1.8891 0.0 0.0 0.0
C 0.0597 -1.7384 -2.9141 0.0 0.0 -0.1
F -4.1731 3.3559 1.9455 0.0 0.0 0.0
N 0.9458 0.7022 -1.0892 0.1 0.1 0.1
C -3.9125 -2.3593 3.1070 0.0 0.0 0.0
C 1.1499 -2.5828 -2.7546 0.0 0.0 0.0
H 1.0775 -3.4553 -2.1191 0.0 0.0 0.0
C -4.8015 -2.2025 2.0322 0.0 0.0 0.0
O 0.0524 2.7688 4.6118 0.0 0.0 0.0
Ni -0.9879 -0.0411 -0.8907 0.1 -0.4 -0.1
O 0.2400 0.9124 2.9896 0.0 0.0 0.0
C 1.3441 1.6739 -1.8680 0.0 0.0 0.1
N -1.2950 2.9012 2.5757 0.1 0.1 -0.1
C -2.0741 -1.7382 1.6725 0.0 0.0 0.0
F 1.3950 2.8441 1.1045 0.0 0.0 0.0
C 1.3757 3.1637 2.4052 0.0 0.0 0.0
H -5.0175 -1.6713 -0.0258 0.0 0.0 0.0
C 3.2190 0.3591 -0.3431 0.0 0.0 0.0
C -4.3405 -1.8138 0.8062 0.0 0.0 0.0
S -1.7953 2.5890 1.1297 0.0 -0.1 0.0
C 2.2543 -1.6759 1.3174 0.0 0.0 0.0
F 2.5421 2.7932 2.9423 0.0 0.0 0.0
C 2.6939 2.0729 -1.9462 0.0 0.0 0.0
H -0.8732 -1.9707 -2.4076 0.0 0.0 0.0
C 1.3243 -0.3568 -4.4084 -0.1 0.0 0.0
C -0.6605 -1.5444 1.5882 0.0 0.0 -0.1
C 1.8499 0.0482 -0.3105 0.0 0.0 0.0
H -0.0978 -1.7129 2.5072 0.0 0.0 0.0
N -0.0291 -1.1605 0.5301 0.0 0.1 0.1
C 2.3339 -2.2823 -3.4101 0.0 0.0 0.0
S -0.0118 2.2983 3.2641 0.0 0.0 0.0
O -2.5960 -1.1614 -0.6033 0.0 0.1 0.1
C 3.6219 1.4116 -1.1972 0.0 0.0 0.0
```
Forces are in eV/Å.

Spin multiplicity = 3
Calculated total energy = -144601.7959 eV
E_HOMO (alpha / beta) = -5.5 / -5.5 eV
Charge = -1
Energy relative to the best compared isomer or geometry (same formula, charge and spin) = 0.0 kJ/mol